(1)
This record from the OMol25 dataset describes C35H45GeN7PdS as an isolated structure. The level of theory is wB97M-V/def2-TZVPD.

Calculated values
- LUMO: -5.23 eV
- Relative energy (zero: lowest compared OMol25 entry of this formula, charge and spin): 0.000 eV
- Multiplicity: 1
- Orbital gap: 7.09 eV
- Total charge: +2
- HOMO energy: -12.31 eV

```
90
Properties=species:S:1:pos:R:3:mulliken_charge:R:1
Pd -0.4798 0.7637 -0.4071 0.5050
N -2.2652 -2.0088 0.5752 0.8835
C -1.8840 -3.3622 0.0528 0.3430
C -1.5852 -3.2422 -1.4394 -1.2757
C -0.2559 -2.5640 -1.7884 -0.0624
N -0.3353 -1.0601 -1.8462 -0.2641
C 0.8897 -3.0506 -0.9047 -1.1126
C 0.5842 -3.1252 0.5941 0.4973
N 0.4384 -1.7691 1.1401 0.3063
C -0.7006 -3.9026 0.8434 -1.5806
H -3.2117 -1.6806 0.2907 0.5082
H -1.5805 -1.3219 0.2170 -0.7926
H -2.2505 -1.9744 1.5927 0.4566
H -2.7481 -4.0081 0.2120 0.3854
H -2.4135 -2.7618 -1.9683 0.4236
H -1.5353 -4.2636 -1.8226 0.5483
H -0.0240 -2.8707 -2.8115 0.5696
H -1.0682 -0.8211 -2.5119 0.1959
H 0.5294 -0.7943 -2.3142 0.0137
H 1.7731 -2.4293 -1.0834 0.0280
H 1.1576 -4.0571 -1.2377 0.6038
H 1.4072 -3.6747 1.0657 0.4946
H 1.3210 -1.2835 1.0189 -1.0118
H 0.3056 -1.8103 2.1485 0.3818
H -0.9358 -3.8978 1.9136 0.4260
H -0.5652 -4.9524 0.5751 0.4944
C 0.8038 3.8851 0.9510 -0.7284
C -0.2856 3.1545 1.6396 0.2571
N -0.7435 1.9473 1.3363 0.5038
C -1.7783 1.6794 2.2168 -0.5797
C -1.9292 2.7223 3.0651 -0.7330
N -0.9825 3.6398 2.6838 -0.0969
H 0.6385 3.8563 -0.1270 0.2278
H 1.7798 3.4430 1.1538 -0.0581
H 0.8427 4.9270 1.2654 0.5382
H -2.3373 0.7605 2.1810 0.3049
H -2.5972 2.8883 3.8903 0.4119
H -0.8164 4.5339 3.1158 0.2076
C 1.0631 1.4357 -0.9758 -0.9385
Ge 2.9589 0.8680 -0.4621 1.4222
C 3.2787 -0.1646 1.1559 -0.3306
C 3.7626 -1.4742 1.1248 0.1165
C 3.9010 -2.2074 2.2972 -0.7406
C 3.5487 -1.6440 3.5156 -0.6544
C 3.0674 -0.3415 3.5627 -0.9211
C 2.9362 0.3909 2.3914 0.3244
C 3.7837 2.6217 -0.3331 -0.3141
C 4.5911 2.9815 0.7447 -0.0023
C 5.1363 4.2571 0.8173 -0.7107
C 4.8781 5.1800 -0.1868 -0.5291
C 4.0848 4.8264 -1.2705 -0.7540
C 3.5402 3.5521 -1.3449 -0.0042
C 3.4283 -0.0958 -2.0924 0.5160
C 4.5664 -0.9019 -2.1507 -0.4052
C 4.8971 -1.5770 -3.3188 -0.8085
C 4.0992 -1.4528 -4.4472 -0.5858
C 2.9831 -0.6291 -4.4163 -0.7758
C 2.6554 0.0511 -3.2494 -0.2433
H 4.0355 -1.9344 0.1833 0.1046
H 4.2942 -3.2152 2.2588 0.5097
H 3.6619 -2.2131 4.4289 0.4199
H 2.8066 0.1063 4.5130 0.4680
H 2.5596 1.4070 2.4466 0.2924
H 4.8101 2.2652 1.5282 0.3459
H 5.7708 4.5264 1.6515 0.4400
H 5.3072 6.1717 -0.1323 0.4297
H 3.8978 5.5408 -2.0616 0.4304
H 2.9276 3.2839 -2.1989 0.3791
H 5.2178 -0.9944 -1.2898 0.4230
H 5.7872 -2.1916 -3.3505 0.4564
H 4.3629 -1.9757 -5.3567 0.4318
H 2.3828 -0.4942 -5.3072 0.4488
H 1.8233 0.7493 -3.2671 0.5883
C -7.9524 1.9845 -0.8585 -1.4178
C -6.9260 0.9782 -0.4693 0.8820
C -7.1626 -0.1444 0.2735 -1.0687
C -6.0897 -1.0093 0.5352 0.8511
N -4.8587 -0.7702 0.0907 -0.2379
C -4.6140 0.3341 -0.6401 -0.1792
S -3.1057 0.7387 -1.2879 -0.3951
N -5.6572 1.1808 -0.8938 -0.0168
C -6.3020 -2.2411 1.3512 -1.3425
H -8.9008 1.7726 -0.3736 0.3661
H -8.1032 1.9659 -1.9396 0.3587
H -7.6304 2.9893 -0.5813 0.3939
H -8.1541 -0.3619 0.6399 0.4414
H -5.4377 1.9995 -1.4492 0.3227
H -7.2890 -2.6643 1.1751 0.4492
H -6.2402 -1.9853 2.4118 0.2976
H -5.5441 -2.9899 1.1318 0.2461
```

---

(2)
This record from the OMol25 dataset describes a 10-piece molecular cluster, C49H118N14O13 overall at a distorted geometry. The level of theory is wB97M-V/def2-TZVPD.

Calculated values
- LUMO (alpha / beta): -2.46 / -6.52 eV
- Multiplicity: 2
- Orbital gap (alpha / beta): 6.96 / 2.90 eV
- Total charge: +1
- HOMO energy (alpha / beta): -9.42 / -9.42 eV

```
194
Properties=species:S:1:pos:R:3:mulliken_spin:R:1
C 27.3456 -9.8901 -1.8422 0.0000
O 28.5238 -10.4820 -2.3705 0.0000
C 28.4659 -11.6042 -3.2544 0.0000
C 27.9553 -11.2027 -4.7079 0.0000
N 29.0584 -10.8103 -5.6373 0.0000
C 29.8339 -9.6908 -5.0435 0.0000
C 30.7855 -8.8942 -5.9568 0.0000
O 30.2530 -8.3900 -7.1185 0.0000
C 31.0391 -7.3649 -7.6709 0.0000
H 26.7977 -10.5452 -1.1649 0.0000
H 26.5995 -9.8049 -2.6323 0.0000
H 27.5966 -8.9342 -1.3827 0.0000
H 27.7957 -12.3443 -2.8172 0.0000
H 29.4774 -12.0095 -3.2255 0.0000
H 27.1122 -10.5119 -4.7113 0.0000
H 27.5765 -12.1669 -5.0472 0.0000
H 28.6445 -10.4192 -6.4714 0.0000
H 30.3511 -9.9830 -4.1296 0.0000
H 29.0711 -9.0520 -4.5984 0.0000
H 31.6223 -9.5359 -6.2325 0.0000
H 31.1040 -7.9921 -5.4343 0.0000
H 30.6934 -7.2956 -8.7023 0.0000
H 32.1018 -7.5104 -7.8649 0.0000
H 30.8319 -6.4170 -7.1744 0.0000
C 22.8337 -9.7984 2.7591 -0.0004
O 23.8119 -9.4400 3.7403 0.0000
C 24.4522 -10.4942 4.5083 0.0000
C 25.6167 -11.1378 3.7400 0.0000
N 26.6248 -10.1077 3.5314 0.0000
C 27.8960 -10.6035 2.9085 0.0000
C 27.5547 -11.1862 1.4829 0.0000
O 26.9705 -12.5146 1.6527 0.0000
C 26.4887 -13.1562 0.4802 0.0000
H 21.8869 -10.1020 3.2058 0.0000
H 23.2013 -10.5812 2.0957 0.0000
H 22.6888 -8.9131 2.1399 0.0005
H 23.7013 -11.2442 4.7565 0.0000
H 24.8375 -10.0105 5.4060 0.0000
H 25.1785 -11.4596 2.7952 0.0000
H 26.0076 -12.0470 4.1968 0.0000
H 26.1217 -9.5602 2.8479 0.0000
H 28.5117 -11.3282 3.4414 0.0000
H 28.6230 -9.8111 2.7308 0.0000
H 28.4835 -11.2653 0.9178 0.0000
H 26.7748 -10.6512 0.9411 0.0000
H 27.0855 -13.0248 -0.4224 0.0000
H 25.5205 -12.7449 0.1948 0.0000
H 26.4885 -14.2450 0.5330 0.0000
C 19.9158 -0.9448 -1.5525 0.0000
O 21.2980 -1.1904 -1.7785 0.0000
C 21.9997 -1.6046 -0.5913 0.0000
C 22.7197 -2.9149 -0.8568 0.0000
N 21.8804 -4.1569 -1.1150 0.0001
C 21.5425 -4.2518 -2.5485 0.0006
C 20.4023 -5.2439 -2.7178 0.0003
O 19.4282 -4.8517 -1.7410 0.0002
C 18.1914 -5.5836 -1.8236 0.0000
H 19.7824 -0.3443 -0.6526 0.0000
H 19.4205 -1.8812 -1.2957 0.0000
H 19.3713 -0.5715 -2.4198 0.0000
H 21.2435 -1.7962 0.1699 0.0000
H 22.7075 -0.8100 -0.3552 0.0000
H 23.2993 -3.1360 0.0395 0.0000
H 23.4671 -2.9005 -1.6500 0.0000
H 21.0516 -4.1342 -0.5383 -0.0001
H 22.4985 -4.4453 -3.0350 0.0000
H 21.3255 -3.2823 -2.9969 -0.0001
H 20.7161 -6.2872 -2.7528 -0.0005
H 19.9681 -5.0373 -3.6960 -0.0003
H 17.7644 -5.7711 -2.8088 -0.0008
H 17.4978 -5.2212 -1.0648 0.0002
H 18.4652 -6.6147 -1.6000 -0.0007
C 17.9168 -10.2063 -5.6540 0.0242
C 18.1941 -9.7616 -4.1759 -0.0069
C 16.8488 -9.9357 -3.3360 -0.0047
C 16.9597 -10.6046 -1.8895 0.0118
C 18.3261 -10.3124 -1.3112 0.0000
C 19.5416 -10.7679 -2.1533 -0.0368
N 19.2489 -10.6763 -3.5774 0.6861
O 20.3197 -10.7083 -4.4085 0.0962
C 20.7616 -9.8950 -1.6865 0.0531
C 19.8075 -12.2428 -1.7843 0.0882
C 18.6521 -8.3158 -4.0824 0.0863
H 18.7690 -10.1698 -6.3326 0.0012
H 17.2858 -9.4336 -6.0931 -0.0014
H 17.4909 -11.2057 -5.7436 -0.0038
H 16.4244 -8.9445 -3.1767 -0.0016
H 16.0594 -10.4162 -3.9139 0.0026
H 16.7437 -11.6711 -1.9535 -0.0028
H 16.1850 -10.2800 -1.1948 0.0004
H 18.2122 -10.9569 -0.4395 -0.0027
H 18.4101 -9.2598 -1.0410 -0.0029
H 20.6321 -8.8545 -1.9844 0.0149
H 21.1626 -10.0327 -0.6823 -0.0063
H 21.5603 -10.1633 -2.3781 0.0153
H 20.1233 -12.1822 -0.7428 0.0028
H 18.8907 -12.7952 -1.9903 -0.0056
H 20.5992 -12.6768 -2.3951 -0.0019
H 17.9553 -7.5328 -4.3815 0.0013
H 19.5347 -8.0947 -4.6826 0.0048
H 18.9405 -8.0873 -3.0563 -0.0264
H 20.0235 -11.4011 -5.0034 0.0123
C 20.7881 -3.5301 3.9837 0.0000
C 20.6403 -4.9749 3.6424 -0.0002
C 20.5952 -5.7040 4.9817 0.0000
C 20.2904 -7.1917 4.8820 0.0001
C 18.8944 -7.2536 4.0942 -0.0001
C 18.8218 -6.6223 2.6495 0.0002
N 19.3913 -5.2406 2.8832 0.0000
O 19.2126 -4.4104 1.7773 0.0000
C 19.6699 -7.4733 1.6089 -0.0008
C 17.3915 -6.4367 2.2023 0.0000
C 22.0313 -5.3600 2.8839 0.0004
H 21.5502 -3.2990 4.7278 0.0000
H 19.8633 -3.2273 4.4748 0.0000
H 20.9045 -2.9715 3.0550 0.0000
H 21.6471 -5.7479 5.2641 0.0000
H 20.1075 -5.1602 5.7907 0.0000
H 20.1811 -7.5998 5.8867 0.0000
H 21.0666 -7.8333 4.4647 0.0000
H 18.1206 -6.7765 4.6957 0.0000
H 18.5551 -8.2885 4.0485 0.0000
H 20.4907 -7.9926 2.1035 0.0002
H 19.0564 -8.3055 1.2638 -0.0003
H 20.0187 -6.9510 0.7180 -0.0001
H 17.3153 -6.0921 1.1710 0.0000
H 16.8499 -7.3540 2.4334 0.0000
H 16.9927 -5.7267 2.9269 0.0000
H 22.0727 -6.4466 2.8076 -0.0001
H 22.9180 -4.8801 3.2980 0.0000
H 22.1718 -5.0107 1.8609 -0.0002
H 19.8603 -4.7222 1.1411 0.0000
C 29.2851 -5.0620 -4.7159 0.0000
C 27.8733 -5.5602 -4.7868 0.0000
C 27.5768 -6.5278 -3.5628 -0.0001
C 27.4637 -5.8698 -2.1622 0.0000
C 26.4238 -4.6806 -2.2111 0.0001
C 26.5871 -3.7148 -3.4243 0.0000
N 26.8965 -4.3863 -4.7468 0.0000
O 27.0884 -3.5367 -5.8663 0.0000
C 25.1798 -3.1293 -3.7213 0.0000
C 27.6186 -2.5417 -3.1253 0.0000
C 27.6609 -6.3306 -6.1125 0.0000
H 29.4288 -4.4477 -5.6048 0.0000
H 30.0656 -5.8134 -4.8354 0.0000
H 29.5920 -4.5246 -3.8186 0.0000
H 26.7877 -7.2498 -3.7730 0.0000
H 28.4762 -7.1380 -3.4793 0.0000
H 28.4660 -5.6711 -1.7827 0.0000
H 27.0094 -6.5835 -1.4749 0.0001
H 26.7022 -4.1721 -1.2880 0.0000
H 25.3900 -4.9448 -1.9885 -0.0001
H 24.8574 -2.5002 -2.8916 0.0000
H 25.2583 -2.3611 -4.4906 0.0000
H 24.4070 -3.8766 -3.9013 0.0000
H 28.4027 -2.2651 -3.8302 0.0000
H 27.0020 -1.6490 -3.0200 0.0000
H 28.1789 -2.5865 -2.1915 0.0000
H 28.0095 -5.7680 -6.9785 0.0000
H 26.5801 -6.4406 -6.2007 0.0000
H 28.0597 -7.3393 -6.2208 0.0000
H 26.4316 -3.8495 -6.4927 0.0000
C 23.0827 -7.1978 -4.9740 -0.0002
O 23.2674 -7.0997 -6.1852 0.0002
N 22.0432 -7.6728 -4.3825 -0.0011
N 23.9657 -6.7527 -4.1310 -0.0001
H 22.0057 -7.8276 -3.3851 0.0009
H 21.4063 -8.0575 -5.0655 -0.0022
H 24.7659 -6.2416 -4.4755 -0.0001
H 23.9190 -7.2432 -3.2494 -0.0002
C 23.9753 -12.1949 -2.9524 0.0005
O 23.9457 -11.9199 -1.7760 0.0000
N 24.6971 -13.0860 -3.5824 -0.0001
N 23.3803 -11.4856 -3.8708 -0.0003
H 25.3595 -13.6769 -3.1006 0.0000
H 24.6321 -13.0961 -4.5902 0.0000
H 22.8872 -10.6815 -3.5098 -0.0021
H 23.6857 -11.5286 -4.8325 0.0002
C 23.6587 -7.6476 -1.0191 0.0003
O 23.0422 -8.0753 -1.9583 0.0082
N 23.5095 -6.4376 -0.5494 0.0004
N 24.3959 -8.3823 -0.2001 0.0005
H 22.7388 -5.8913 -0.9067 -0.0006
H 24.1292 -6.2212 0.2182 0.0000
H 24.4691 -9.3383 -0.5176 -0.0002
H 24.9808 -8.0029 0.5307 0.0001
C 25.6323 -6.6185 2.8361 0.0000
O 25.7492 -7.0804 1.7114 0.0000
N 26.2989 -5.5828 3.1811 0.0000
N 24.9239 -7.1249 3.7821 0.0000
H 26.9485 -5.2668 2.4752 0.0000
H 26.3987 -5.4015 4.1697 0.0000
H 24.4381 -8.0015 3.6572 0.0000
H 24.6587 -6.4792 4.5121 0.0000
```